Record 1
212
Properties=species:S:1:pos:R:3 method="wB97M-V/def2-TZVPD" homo_lumo_gap_ev=9.2 fmax_ev_per_a=4.068 multiplicity=1 relative_energy_kj_mol=0.0
O 3.0003 -9.7239 -1.6396
O 1.2067 1.4279 -4.4007
O -2.5743 2.1921 4.4801
O 1.3251 -2.8729 -4.4387
O -2.8287 5.9055 -3.4509
O -4.7680 -2.3393 2.6129
O -3.4902 -3.4603 5.0017
O 5.0686 -1.6513 2.7845
O 4.0752 -1.2231 -1.9244
O 2.7993 4.5429 4.3214
O -1.6734 -1.0961 0.4155
O -4.3808 4.3218 0.9153
O -3.2463 0.4023 -2.1002
O -3.5868 -2.2685 -1.1754
O 1.3122 4.5235 2.0618
O 7.3164 3.3574 0.0462
N -1.3860 2.5883 -2.7436
N 1.1022 -1.0882 -2.0338
N -1.4217 4.7076 2.9259
N 5.3081 0.3583 0.4576
C 6.1008 2.5667 0.1394
C -6.5006 -0.9291 1.6589
C -5.4599 3.3705 0.9853
C -4.9523 2.0909 -2.1477
C -5.8033 -2.3196 1.6429
C 3.5361 3.1793 5.9225
C -2.1692 -5.1864 4.0119
C -4.7059 2.4621 5.5464
C 5.1949 -3.2536 -1.1660
C 4.3445 -2.5507 -2.3703
C 2.3147 -7.5117 -0.7512
C -2.6994 4.6442 -2.8455
C -1.9543 3.4334 -4.8756
C 7.2448 4.4166 -0.9521
C -3.0784 3.9445 1.4440
C -4.6930 0.5690 -2.0011
C 3.3771 1.9731 -3.6009
C -6.6942 -3.5832 1.7179
C -2.8106 -3.9875 -2.6984
C -1.2400 -2.7614 4.3378
C 0.0112 -1.6001 -1.1168
C 1.7332 2.5497 0.6733
C -3.7406 1.4931 4.9475
C -5.4248 -0.2887 -3.0480
C 7.0487 0.6301 -1.2078
C -1.5847 3.7907 -3.4899
C 4.9669 -2.6302 -3.7467
C 2.9938 1.2966 -5.8669
C -0.4354 -0.5479 -0.1529
C 3.1603 4.6642 0.5808
C -3.6301 -3.6814 -1.4475
C 3.4213 -8.4983 -1.0289
C 6.4700 1.1606 0.0639
C -2.6234 6.3678 1.4426
C -2.6591 5.1220 2.2970
C -0.6106 -1.6981 -5.4165
C -3.2564 0.3842 5.8949
C 3.7951 -1.1447 3.1354
C -2.3892 -0.1590 1.1946
C 2.6876 -1.6647 2.1479
C -1.9053 6.8860 -3.0377
C -3.1521 -4.5183 -0.2657
C 2.4089 2.0783 -4.7581
C 1.2031 2.8668 5.0580
C 3.4687 -1.5940 4.5005
C 0.6433 -3.3766 -6.7522
C 2.6613 3.2220 4.7338
C -2.1787 -3.9209 4.8060
C 4.3295 -8.7131 0.1234
C 0.1882 -2.9721 -5.3669
C 1.7799 4.0569 0.7699
C 0.4957 -2.9559 -0.5010
H -4.2614 1.0791 4.0656
H 7.2459 1.0727 0.8309
H 3.4520 -3.0936 -2.5256
H 1.1467 2.0598 5.7795
H -5.7664 3.1717 2.0204
H 1.1790 -4.3301 -6.6621
H 3.2356 3.9447 6.6452
H 3.7781 -9.2516 0.9609
H -3.1930 -0.7325 1.7348
H -4.3751 2.7826 6.4978
H -2.7756 0.8448 6.7575
H -4.6406 2.3770 -3.1732
H 7.3628 -0.4063 -0.9932
H -1.8329 -4.3350 5.7593
H 3.5915 2.2342 6.3805
H -2.0269 4.3400 -5.4622
H -2.1990 -4.9758 2.9501
H -1.0571 5.3694 3.5892
H -4.9442 3.2803 4.9062
H -5.6779 2.0122 5.8549
H 2.4430 2.0692 1.3090
H 4.6030 -3.1487 -0.3036
H -2.0639 1.8256 -2.9862
H 2.6137 -6.7414 -0.1132
H 1.9115 2.1518 -0.3573
H 0.6694 -3.6455 -1.3505
H -1.6979 3.8728 3.5189
H -0.1517 -3.0075 4.2556
H -3.8922 -3.3170 4.1081
H 3.4279 0.8269 -3.2862
H 1.1231 4.5019 0.0054
H -1.7380 -3.6404 -2.5530
H 4.2295 -1.3973 5.2326
H -1.3231 2.7221 -1.7595
H -6.0312 2.1444 -2.0087
H 1.6219 -1.4253 2.5086
H -1.7203 0.3387 1.9668
H 5.6439 2.8480 1.0985
H 2.4672 1.1962 -6.8264
H 2.7589 -2.7331 2.0849
H -2.0641 -4.5182 -0.1855
H -2.8296 -5.0399 -2.9226
H 4.5408 3.4594 5.5822
H 3.3093 -2.6730 4.5012
H -1.2005 2.8231 -5.3346
H -1.3790 -5.9399 4.1932
H -7.0419 -0.8902 0.6453
H -6.5290 -0.1092 -2.9674
H -3.2029 3.0352 2.0668
H 3.0803 -1.1445 -1.9139
H -0.8265 -1.7412 -1.7756
H -2.5836 4.6463 -1.7511
H -2.7489 -2.0982 -0.7328
H -2.0722 2.4667 5.2718
H 4.0313 1.5205 -6.1070
H 6.2128 -2.8636 -1.2255
H -1.1082 -1.3810 -4.4692
H -6.1590 -4.4815 1.3834
H -2.4724 -0.2209 5.4584
H 0.2781 -0.3497 0.7070
H 4.6085 -7.7176 0.3740
H -5.1576 0.0004 -4.0593
H -5.0220 0.2881 -0.9571
H -1.7679 6.1955 0.8340
H 0.6940 2.4075 0.9536
H -7.1199 -3.6507 2.7623
H -0.2732 -3.2896 0.2165
H 3.8835 4.2144 1.2773
H 4.3438 2.2370 -3.9403
H 3.1772 5.7685 0.6391
H 6.0188 -2.2942 -3.6486
H 6.7602 4.1891 -1.9192
H 2.0654 -2.3853 -4.8711
H 0.7494 1.9114 -3.6758
H -4.6772 -3.9728 -1.6136
H 5.2577 -4.2688 -1.3362
H 6.3955 0.6169 -2.0958
H 2.2263 3.1551 -4.9797
H -2.9016 2.9725 -4.9186
H -2.7754 0.6665 0.6081
H -3.5135 -5.5736 -0.3957
H 0.6710 2.5695 4.1596
H -0.0495 -0.8148 -5.6376
H -7.6200 -3.3954 1.1602
H 2.5130 -1.0650 4.6638
H 8.2965 4.7690 -1.2463
H 3.5496 4.4866 -0.4409
H -5.7880 -0.0684 1.6505
H 0.6450 3.7140 5.5288
H 1.8886 -7.0338 -1.7080
H -2.3963 3.7477 0.6391
H -5.0836 -1.3500 -2.9549
H 4.0801 -8.0443 -1.7618
H -2.2154 7.7703 -3.5696
H -0.4080 -3.8465 -5.0159
H -5.0696 2.5557 0.4014
H 2.9108 -1.2342 1.1941
H 2.9982 2.4834 3.9733
H -7.3077 -0.6538 2.4266
H 1.0528 -1.8090 -2.7347
H -3.6636 4.1451 -2.9753
H -6.2438 3.8075 0.3625
H -1.6356 -2.2148 3.4376
H 3.1523 2.6207 -2.7701
H -3.4312 6.4061 0.7729
H 4.6342 0.8908 1.0718
H 4.3684 -1.9665 -4.3391
H -1.9034 7.0910 -1.9532
H 0.7401 -0.2396 -2.5185
H -2.5036 7.2870 2.0537
H -0.2645 -3.4760 -7.3141
H -5.2471 -2.3635 0.6934
H -3.0723 -5.7919 4.2298
H -0.8427 6.6779 -3.2310
H 4.7905 -0.0602 -0.3040
H -3.5843 -4.0935 0.6042
H 5.3338 2.8564 -0.6421
H 2.0847 -9.9062 -1.4394
H 3.8151 -0.0028 3.1486
H 6.6770 5.2600 -0.4846
H -0.6258 0.3862 -0.6599
H 5.1604 -9.3440 -0.2015
H -1.4014 -1.9281 -6.1571
H 7.9753 1.1265 -1.4544
H -0.6882 4.4107 -3.4773
H -1.3357 -1.9734 5.1420
H 1.4080 -2.7509 0.1176
H 1.3345 -2.6465 -7.2363
H 2.4309 4.6755 3.4429
H -4.8794 -1.5928 3.1919
H -3.2567 -3.4440 -3.5252
H 3.0225 0.2380 -5.5547
H -3.0072 -0.4924 -1.8630
H 4.9819 -3.7199 -4.0751
H -4.2475 2.5295 -1.3913
H 5.1948 -1.2154 1.9110
H 0.3684 4.4543 2.2034
H -3.4676 5.2161 3.0615
H -4.0414 -0.2901 6.1465
H 1.4741 -7.9793 -0.1700

---

Record 2
50
Properties=species:S:1:pos:R:3 method="wB97M-V/def2-TZVPD" homo_lumo_gap_ev=8.6 smiles="CC(=O)N[C@H](Cc1c[nH]c2ccccc12)C(=O)N1CCc2ccccc2C1" fmax_ev_per_a=0.569 multiplicity=1 relative_energy_kj_mol=0.0
O 0.0178 2.7519 0.1124
O 0.3801 -1.8226 2.2058
N -3.7701 1.8240 -1.3867
N -0.5093 -0.4266 0.6785
N 1.8078 1.5404 0.6695
C 0.4837 1.7853 0.6932
C -0.4102 0.7928 1.4540
C 3.9740 -2.2797 -0.9053
C 4.0396 1.9509 -0.3506
C -3.7572 -1.0479 0.7105
C -3.5160 0.2057 0.1459
C -2.8909 2.2749 -0.4401
C 4.7723 -0.1319 -1.6283
C -5.2599 -1.5401 -1.1210
C 3.2916 -0.3017 0.2556
C -5.0471 -0.3067 -1.6984
C 4.0565 0.4755 -0.6107
C -1.8089 1.3970 1.7116
C -0.1835 -1.6513 1.1415
C -2.7018 1.3222 0.5173
C 2.6034 2.4401 -0.1603
C 4.7316 -1.5093 -1.7717
C -4.1731 0.5626 -1.0580
C 3.2469 -1.6770 0.1084
C -4.6236 -1.9044 0.0694
C 2.5220 0.4477 1.3055
C -0.5355 -2.7697 0.1866
H -3.2737 -1.3373 1.6324
H 4.6165 2.1546 0.5570
H 3.9473 -3.3530 -1.0215
H 2.5955 3.4397 0.2895
H -0.3014 -3.7251 0.6471
H -5.9335 -2.2403 -1.5924
H 2.6528 -2.2693 0.7879
H 5.2935 -1.9829 -2.5632
H -1.5943 -2.7334 -0.0612
H -4.8228 -2.8790 0.4910
H 0.0415 0.5346 2.4163
H -2.2705 0.8508 2.5366
H 0.0432 -2.6619 -0.7288
H -4.0777 2.3458 -2.1891
H 5.3644 0.4685 -2.3041
H 3.2212 0.8734 2.0403
H 2.1025 2.5201 -1.1313
H -5.5432 -0.0230 -2.6152
H -1.0358 -0.3469 -0.1787
H -1.6767 2.4384 2.0053
H 1.8478 -0.2223 1.8314
H -2.4373 3.2429 -0.5142
H 4.5004 2.5033 -1.1698

---

Record 3
15
Properties=species:S:1:pos:R:3 method="wB97M-V/def2-TZVPD" homo_lumo_gap_ev=10.0 smiles="C=CC.CS" fmax_ev_per_a=4.345 multiplicity=1 relative_energy_kj_mol=208.3
S -5.6455 -4.1521 1.7387
C 2.9240 2.8136 -1.5905
C 3.3220 3.3902 0.7401
C -4.5302 -4.4834 0.2969
C 3.0972 2.4013 -0.1617
H -3.8718 -3.5967 0.1262
H 2.6510 1.8879 -2.3114
H 3.8663 2.9491 -1.9803
H 3.6440 3.1160 1.7253
H -5.1690 -4.8919 -0.4628
H 3.1126 1.2463 0.0568
H -4.6995 -3.4429 2.4324
H 2.1931 3.6957 -1.6649
H 2.9313 4.4356 0.5217
H -3.8255 -5.3689 0.5335

---

Record 4
142
Properties=species:S:1:pos:R:3 method="wB97M-V/def2-TZVPD" homo_lumo_gap_ev=5.3 total_charge=-1 fmax_ev_per_a=2.871 multiplicity=1
S -0.6385 -9.2283 5.3869
S 4.6457 2.6439 -6.2214
S -4.9182 3.3789 1.1830
S -5.9959 -4.4487 -2.3705
S 5.5288 2.7150 -0.5637
S 1.1382 7.5632 2.4042
P -0.3321 -0.4158 0.9316
Si 0.8206 -5.1527 1.4051
O 0.9314 8.9105 1.5501
O 5.8990 2.4235 -5.2523
O 4.0241 1.1731 -6.1099
O -0.1822 -8.7931 6.6573
O -6.0947 -3.8018 -3.8371
O -5.9358 4.0270 0.4295
O 5.3095 3.5718 -1.9022
O -2.0468 -0.0578 0.6856
O -4.7543 4.1583 2.5936
O 3.7462 3.5588 -5.6166
O 0.0839 -10.1668 4.6089
O -7.1372 -3.5580 -1.6769
O -0.3962 7.1047 2.4383
O 1.5357 7.9290 3.7157
O 4.1514 -0.0276 -1.8462
O 4.4783 -2.1070 -2.5867
O 6.4275 3.7896 0.2257
O -2.5402 3.1495 -1.1760
O -4.7413 -4.1001 -1.8183
O -3.6350 3.1203 0.6611
O 5.1346 2.8402 -7.5410
O -1.0406 -2.7324 -0.5882
O -0.9612 -7.9371 4.4969
O 1.3913 -0.4895 1.2973
O -5.5317 2.0195 1.7790
O 4.2911 2.5995 0.1050
O 6.3393 1.5946 -0.8812
O -6.4560 -5.7901 -2.4300
O 1.8682 6.6363 1.6223
O -2.1477 -9.7591 5.5377
O -0.4033 -4.1441 1.8741
O -0.0408 0.8864 -0.2447
O -1.3285 1.9457 2.3946
O -3.9950 2.7748 -2.8215
C 5.6665 4.9362 -1.6612
C 1.4769 -6.0696 2.9064
C -2.0414 4.5067 -1.1016
C -2.2344 -2.5678 -1.3055
C -2.3282 -7.9610 4.0679
C 2.1139 0.5635 0.6765
C -5.4364 2.0154 3.2029
C 4.9971 0.2834 -5.5353
C 0.5534 0.8826 3.7084
C 5.2040 -1.6546 -0.3604
C -1.2343 8.1951 2.0479
C -2.0637 -2.3243 -2.8195
C 1.1912 2.8108 -0.3175
C 0.2975 3.3936 -1.4591
C 4.6046 -1.3176 -1.6942
C 1.3023 1.2559 -0.4678
C -0.1951 -1.5895 -0.6005
C 1.8737 1.0565 -1.9056
C 6.7937 4.8588 -0.6521
C 2.7051 -0.2045 -2.1465
C -0.4068 8.9657 1.0415
C -0.5032 4.6394 -1.0273
C 5.7787 1.1545 -4.5831
C 2.1630 -4.3587 0.3569
C -7.5373 -2.4994 -2.5550
C -7.3043 -3.0466 -3.9471
C -3.0573 -8.7217 5.1529
C -2.8667 2.9470 -2.4728
C -5.5022 3.4768 3.6004
C 0.0142 -6.4608 0.3034
C -0.9193 -1.7638 2.1458
C 0.0405 -2.9068 2.4850
B -0.4007 0.9067 2.4252
H 0.7331 3.0821 0.6372
H -2.9248 -2.6823 -3.3938
H 1.1003 -2.7028 2.2951
H 1.0228 -0.0873 3.9029
H -6.2480 1.4332 3.6330
H -0.0350 -3.0993 3.5706
H -0.3039 2.6279 -1.9439
H -0.1634 4.9562 -0.0358
H -3.2426 -8.0910 6.0254
H -8.5775 -2.2365 -2.3804
H -1.4462 8.7973 2.9347
H 4.3858 -1.6906 0.3681
H 0.6825 -6.5634 3.4858
H -2.0442 -1.2368 -2.9896
H 0.7853 -7.0239 -0.2378
H 6.7626 0.7483 -4.3638
H 7.7400 4.5988 -1.1326
H -1.8544 -2.1993 1.7875
H 1.0506 1.0135 -2.6258
H -2.3769 -8.4832 3.1104
H 0.8379 -1.9656 -0.5765
H -3.9958 -9.1466 4.8076
H -0.5441 -5.9243 -0.4754
H 2.3764 -1.0718 -1.5710
H 4.7950 5.4489 -1.2474
H 2.1840 3.2520 -0.4391
H 3.0397 -5.0181 0.3645
H 1.0125 3.7276 -2.2254
H 5.6285 -0.0961 -6.3425
H 1.8160 -4.2507 -0.6774
H 4.5120 -0.5506 -5.0329
H -2.1093 0.2340 -0.2318
H -0.2808 -0.9629 -1.4923
H -5.0748 3.6639 4.5825
H -4.4801 1.5658 3.4799
H 2.0174 -5.4344 3.6222
H -2.4826 4.9533 -0.2071
H -7.1971 -2.2628 -4.6920
H -0.6600 -7.1228 0.8534
H -2.0682 2.9657 -3.2370
H -1.6568 2.1379 3.2821
H 5.9648 5.4203 -2.5874
H -0.4211 8.4825 0.0621
H 3.0648 0.1106 0.3762
H -0.2282 5.4648 -1.7004
H -1.1939 -1.2682 3.0904
H 2.1795 -6.8737 2.6434
H 5.2333 1.3069 -3.6512
H 5.7023 -2.6187 -0.4636
H 6.9141 5.7824 -0.0917
H 2.5103 1.9150 -2.1465
H -2.9026 -1.7874 -0.9149
H -0.7304 9.9985 0.9404
H 2.4483 -3.3532 0.6856
H 2.6207 -0.4533 -3.2102
H -1.1296 -2.7149 -3.2334
H -8.1052 -3.7270 -4.2473
H -2.7907 -3.5077 -1.2030
H -2.1673 7.8268 1.6294
H 5.9188 -0.8961 -0.0299
H -0.0098 1.1482 4.6209
H 1.3715 1.6024 3.5699
H -2.7027 -6.9480 3.9452
H -2.4693 5.0632 -1.9456
H -6.5305 3.8484 3.5741
H 2.4057 1.3005 1.4436
H -6.9052 -1.6316 -2.3561

---

Record 5
16
Properties=species:S:1:pos:R:3 method="wB97M-V/def2-TZVPD" homo_lumo_gap_ev=9.0 smiles="CN[C@@H](C=O)CO" fmax_ev_per_a=5.146 multiplicity=1 relative_energy_kj_mol=387.1
O 0.4506 -1.1847 1.5719
O 1.7617 1.0067 0.1488
N -0.7597 0.4539 -1.3945
C -0.6578 -0.8264 0.8673
C -1.7023 1.1626 -0.6530
C -0.0327 -0.4644 -0.5325
C 1.3736 -0.1073 -0.1856
H -1.4450 2.0761 -0.0659
H 2.2324 -0.7740 -0.5546
H -0.0544 -1.2927 -1.3055
H -0.2572 0.9433 -2.1017
H -2.1230 0.6955 0.2025
H 0.2393 -2.0199 2.0243
H -1.0576 0.0593 1.3787
H -1.3165 -1.6710 0.7573
H -2.4831 1.6423 -1.3163

---

Record 6
19
Properties=species:S:1:pos:R:3 method="wB97M-V/def2-TZVPD" homo_lumo_gap_ev=9.8 smiles="C=COC.C=CC" fmax_ev_per_a=0.252 multiplicity=1 relative_energy_kj_mol=209.9
O 1.4348 -0.4178 0.6652
C 1.1430 0.8742 0.9376
C 2.0874 -0.6573 -0.5625
C -2.0158 0.7813 -0.0622
C 1.3715 1.9481 0.1821
C -1.5928 -1.6842 -0.2592
C -1.9906 -0.4357 0.4715
H 1.4753 -0.3154 -1.4077
H 2.2374 -1.7360 -0.6308
H -2.2945 1.6571 0.5181
H 1.8310 1.9090 -0.7992
H -2.2619 -0.5591 1.5210
H -1.7369 0.9534 -1.1004
H 3.0583 -0.1452 -0.5935
H -1.3017 -1.4604 -1.2914
H -2.4179 -2.4066 -0.2865
H 0.6596 0.9447 1.9079
H -0.7451 -2.1686 0.2397
H 1.0591 2.9186 0.5502